Record 1
{
  "formula": "C25H47F3IN5O9S",
  "method": "wB97M-V/def2-TZVPD",
  "species": ["C", "C", "C", "O", "C", "C", "O", "C", "N", "N", "C", "C", "C", "O", "C", "N", "C", "C", "C", "O", "N", "C", "C", "O", "I", "O", "C", "C", "C", "C", "C", "C", "C", "C", "N", "C", "H", "H", "H", "H", "H", "H", "H", "H", "H", "H", "H", "H", "H", "H", "H", "H", "H", "H", "H", "H", "H", "H", "H", "H", "H", "H", "H", "H", "H", "H", "H", "H", "H", "H", "H", "H", "H", "H", "H", "H", "H", "H", "H", "H", "H", "H", "H", "C", "F", "F", "F", "S", "O", "O", "O"],
  "xyz": [[3.37898, -2.66041, -2.01719], [2.89538, -1.63689, -3.05198], [1.48769, -1.90101, -3.58273], [0.60462, -0.98245, -2.90974], [-0.72500, -1.35823, -2.70907], [-1.24704, -0.34553, -1.66509], [-2.58088, -0.75538, -1.30622], [-3.08469, -0.30185, -0.07082], [-4.42854, -0.76723, 0.14860], [-2.98947, 1.14902, 0.01948], [-3.58837, 1.76206, 1.21570], [-3.22557, 1.97858, -1.12716], [-4.04997, 1.48928, -2.28807], [-2.84416, 3.10219, -1.06528], [-2.22959, -0.94926, 1.06419], [-2.42989, -2.34482, 1.31511], [-2.73678, -2.61667, 2.73228], [-3.13337, -3.27425, 0.47339], [-2.56978, -3.68509, -0.84896], [-4.09808, -3.80452, 0.91472], [-0.70940, -0.56882, 0.91053], [0.17783, -1.67157, 1.40279], [0.26240, -2.92731, 0.55297], [0.50952, -2.95772, -0.58227], [0.09934, -4.74364, 1.68879], [-0.53457, 0.58845, 1.75972], [-0.20701, 0.40382, 3.15372], [0.15794, 1.77561, 3.73472], [-1.00924, 2.75971, 3.60825], [1.53052, 2.37949, 3.27740], [1.39029, 3.52418, 2.25758], [2.56299, 1.34071, 2.81354], [-0.23984, -0.09990, -0.50437], [0.29188, 1.36426, -0.47629], [0.95931, 1.70200, -1.71863], [0.38636, 2.77649, -2.51181], [2.99740, -3.66475, -2.23914], [4.46918, -2.68910, -1.99650], [3.04698, -2.38424, -1.00797], [3.60450, -1.55205, -3.87965], [2.86904, -0.64679, -2.58127], [1.16438, -2.92579, -3.35287], [1.39265, -1.74150, -4.66455], [-0.78554, -2.38871, -2.35576], [-1.34010, -1.27829, -3.61926], [-1.30193, 0.61482, -2.19700], [-5.08589, -0.07265, -0.18901], [-4.62856, -1.63366, -0.34147], [-3.17629, 1.32981, 2.12637], [-3.33916, 2.82294, 1.21168], [-4.68059, 1.65182, 1.24154], [-5.06483, 1.25280, -1.95065], [-4.10145, 2.31099, -3.00603], [-3.63404, 0.60322, -2.76215], [-2.48504, -0.43572, 1.98768], [-2.01318, -2.08933, 3.36227], [-3.75055, -2.29367, 2.99097], [-2.64715, -3.68512, 2.92787], [-2.58040, -4.78032, -0.84906], [-1.56138, -3.34370, -1.03808], [-3.24028, -3.34828, -1.64630], [-0.10135, -1.95606, 2.41234], [1.18861, -1.24430, 1.41163], [-1.06371, -0.01900, 3.70135], [0.63896, -0.26478, 3.28652], [0.25005, 1.54902, 4.80846], [-0.74769, 3.71894, 4.06554], [-1.26695, 2.95260, 2.56631], [-1.89813, 2.37611, 4.12247], [1.95029, 2.82666, 4.18829], [2.35844, 3.72756, 1.79226], [0.67491, 3.30223, 1.46187], [1.06585, 4.45213, 2.73969], [2.15343, 0.60773, 2.11444], [3.38551, 1.82979, 2.28366], [3.00367, 0.78935, 3.65307], [0.64449, -0.69962, -0.72662], [-0.52250, 2.06299, -0.28317], [1.02150, 1.43545, 0.33361], [1.17086, 0.89769, -2.29088], [-0.50964, 2.50387, -3.10137], [0.10151, 3.60814, -1.85955], [1.14508, 3.14435, -3.20955], [7.34964, 0.96898, -1.42623], [8.46353, 0.62056, -2.09168], [7.49547, 0.55768, -0.15072], [7.28914, 2.31300, -1.40914], [5.84446, 0.23748, -2.19827], [6.10475, -1.18580, -2.10702], [5.86426, 0.78890, -3.53370], [4.78392, 0.72234, -1.33309]],
  "lowdin_charge": [-0.09, -0.20, -0.17, -0.18, -0.15, -0.17, -0.04, -0.47, 0.18, -0.01, -0.01, -0.48, 0.03, 0.12, -0.09, -0.06, -0.05, -0.51, 0.01, 0.12, -0.02, -0.11, -0.79, 0.04, 0.98, -0.09, -0.15, -0.29, -0.06, -0.35, -0.06, -0.05, -0.06, -0.15, -0.07, -0.11, 0.07, 0.05, 0.06, 0.12, 0.09, 0.12, 0.13, 0.09, 0.15, 0.13, 0.09, 0.10, 0.07, 0.10, 0.10, 0.09, 0.10, 0.08, 0.13, 0.08, 0.11, 0.07, 0.11, 0.03, 0.11, 0.08, 0.16, 0.13, 0.11, 0.15, 0.09, 0.07, 0.09, 0.13, 0.09, 0.06, 0.08, 0.05, 0.09, 0.09, 0.14, 0.11, 0.10, 0.08, 0.07, 0.08, 0.09, -0.67, 0.11, 0.10, 0.10, 0.43, -0.33, -0.32, -0.35],
  "max_force_ev_per_a": 1.70,
  "orbital_gap_ha": 0.251
}

***

Record 2
{
  "formula": "C33H39O3P2Re",
  "method": "wB97M-V/def2-TZVPD",
  "species": ["Re", "C", "C", "P", "C", "C", "C", "C", "C", "C", "C", "C", "C", "C", "C", "C", "C", "P", "C", "C", "C", "C", "C", "C", "C", "C", "C", "C", "C", "C", "H", "H", "H", "H", "H", "H", "H", "H", "H", "H", "H", "H", "H", "H", "H", "H", "H", "H", "H", "H", "H", "H", "H", "H", "H", "H", "C", "C", "O", "O", "H", "H", "H", "C", "C", "O", "C", "C", "H", "H", "H", "H", "H", "H", "H", "H", "H", "H"],
  "xyz": [[-0.63942, 0.62230, 0.40286], [1.36159, -2.09003, 1.02588], [0.83764, -2.40241, -0.38460], [-0.57820, -1.39991, -0.97040], [-0.39042, -1.06380, -2.72497], [0.31145, -2.02877, -3.45674], [0.38283, -1.92481, -4.83743], [-0.23779, -0.86987, -5.49062], [-0.94347, 0.08268, -4.76599], [-1.02286, -0.01218, -3.38770], [-2.09211, -2.30246, -0.66958], [-2.22937, -3.02233, 0.52406], [-3.38800, -3.73740, 0.76727], [-4.41641, -3.72743, -0.17026], [-4.28507, -3.00997, -1.35173], [-3.12422, -2.29711, -1.60993], [2.39718, -0.96326, 1.07042], [1.79472, 0.68314, 0.50858], [2.32944, 1.92888, 1.69207], [1.67405, 3.16295, 1.64330], [2.06030, 4.18898, 2.49008], [3.10725, 3.98818, 3.38209], [3.77054, 2.76868, 3.42342], [3.38343, 1.73445, 2.58318], [2.57129, 1.01314, -1.08354], [3.95868, 0.85376, -1.17563], [4.60737, 1.15700, -2.35832], [3.88278, 1.61661, -3.45320], [2.51001, 1.78509, -3.36297], [1.85221, 1.48472, -2.17814], [1.83381, -2.99235, 1.41636], [0.53259, -1.88529, 1.71366], [0.50263, -3.43946, -0.45310], [1.63822, -2.26644, -1.11493], [0.78535, -2.87559, -2.97946], [0.92098, -2.67515, -5.40045], [-0.17715, -0.79334, -6.56801], [-1.43375, 0.89930, -5.27864], [-1.57442, 0.74268, -2.84572], [-1.42409, -3.05913, 1.25072], [-3.48768, -4.31858, 1.67411], [-5.31704, -4.29723, 0.01575], [-5.07901, -3.02605, -2.08594], [-3.01326, -1.77291, -2.55059], [3.24090, -1.21229, 0.42427], [2.80097, -0.86993, 2.07905], [0.88652, 3.34739, 0.91535], [1.55783, 5.14581, 2.44819], [3.41472, 4.79052, 4.03915], [4.59639, 2.62442, 4.10670], [3.92508, 0.79761, 2.62224], [4.54323, 0.52099, -0.32542], [5.68082, 1.04485, -2.42745], [4.39708, 1.85060, -4.37565], [1.95229, 2.15913, -4.21100], [0.78601, 1.64583, -2.11765], [-3.32272, 2.82090, -1.46533], [-2.48758, 1.87639, -0.71526], [-1.10126, 1.94830, -0.83224], [-2.82383, 0.98443, 0.06486], [-2.73724, 3.64980, -1.85328], [-4.13195, 3.16615, -0.82064], [-3.78492, 2.27886, -2.29771], [-3.20763, -0.70349, 2.84491], [-2.36882, 0.53584, 2.90519], [-0.95759, 0.27337, 2.33670], [0.06799, 0.27397, 3.47396], [-0.19183, -0.81622, 4.47593], [-4.15360, -0.47369, 3.34126], [-2.75333, -1.54166, 3.36941], [-3.43284, -0.98858, 1.81770], [-2.17219, 0.91352, 3.90157], [-2.76821, 1.34683, 2.29896], [0.03164, 1.28672, 3.87203], [1.01713, 0.12838, 2.97043], [-1.10977, -0.68808, 5.04335], [0.63145, -0.76890, 5.19270], [-0.17739, -1.80697, 4.02251]],
  "lowdin_spin": [0.90, 0.00, 0.00, -0.01, 0.00, 0.00, 0.00, 0.00, 0.00, 0.00, 0.00, 0.00, 0.00, 0.00, 0.00, 0.00, 0.01, 0.01, 0.00, 0.00, 0.00, 0.00, 0.00, 0.00, 0.01, 0.00, 0.00, 0.00, 0.00, 0.00, 0.00, 0.00, 0.00, 0.00, 0.00, 0.00, 0.00, 0.00, 0.00, 0.00, 0.00, 0.00, 0.00, 0.00, 0.00, 0.00, 0.00, 0.00, 0.00, 0.00, 0.00, 0.00, 0.00, 0.00, 0.00, 0.00, 0.00, 0.01, 0.04, 0.00, 0.00, 0.00, 0.00, 0.00, 0.00, 0.03, 0.01, 0.00, 0.00, 0.00, 0.00, 0.00, 0.00, 0.00, 0.00, 0.00, 0.00, 0.00],
  "total_charge": 3,
  "max_force_ev_per_a": 1.02,
  "de_lowest_ev": 0.000,
  "orbital_gap_ha": [0.211, 0.221],
  "multiplicity": 2
}

***

Record 3
{
  "formula": "C4H14N4",
  "method": "wB97M-V/def2-TZVPD",
  "species": ["C", "C", "N", "C", "N", "N", "C", "N", "H", "H", "H", "H", "H", "H", "H", "H", "H", "H", "H", "H", "H", "H"],
  "xyz": [[-2.49645, 0.09204, -0.52861], [-1.67816, 0.06307, 0.75261], [-0.06518, -0.43051, 1.08176], [0.20024, -1.85121, 1.27416], [0.13771, -0.02662, -0.27522], [1.66192, 0.30513, -0.56131], [1.64263, 1.29612, -1.63633], [2.23103, 0.87718, 0.58120], [-3.54993, 0.24957, -0.26898], [-2.18107, 0.90588, -1.18511], [-2.43928, -0.85457, -1.07219], [-1.66319, 1.04468, 1.22167], [-2.16798, -0.62059, 1.45278], [-0.52099, -2.50043, 0.75592], [0.14888, -2.08577, 2.34115], [1.19554, -2.13781, 0.90936], [-0.02883, -0.80222, -0.92297], [1.16010, 0.86230, -2.51652], [1.10941, 2.21483, -1.35533], [2.66813, 1.55945, -1.91021], [3.13030, 0.44736, 0.76538], [1.50517, 1.39211, 1.09677]],
  "nbo_charge": [-0.63, -0.19, -0.27, -0.46, -0.40, -0.18, -0.42, -0.75, 0.23, 0.22, 0.20, 0.20, 0.17, 0.17, 0.21, 0.22, 0.33, 0.19, 0.17, 0.20, 0.40, 0.39],
  "max_force_ev_per_a": 4.64,
  "smiles": "CCN(C)NN(C)N",
  "de_lowest_ev": 5.721,
  "orbital_gap_ha": 0.327
}